[1]
Density functional theory data (the ωB97M-V functional and the def2-TZVPD basis) for C10H16S in the gas phase in a non-equilibrium geometry.

CARTESIAN COORDINATES (ANGSTROEM)
C 0.36 -0.04 0.16
C 0.31 0.64 1.08
S -1.40 2.36 -0.72
C 1.04 -0.96 -2.08
C -1.43 -1.03 -1.25
C -1.57 1.19 2.41
C 0.72 2.09 3.15
C -0.19 1.21 -1.74
C -0.52 2.87 0.84
C -0.14 -0.25 -1.22
C -0.21 1.69 1.91
H 1.11 -1.95 -1.67
H 0.80 -0.94 -3.14
H 1.96 -0.36 -1.93
H -1.20 -2.01 -1.77
H -1.82 -1.39 -0.30
H -2.27 -0.44 -1.85
H -2.11 2.07 2.69
H -2.23 0.80 1.61
H -1.58 0.48 3.29
H 0.22 2.89 3.59
H 1.75 2.46 2.88
H 0.78 1.20 3.79
H -0.53 1.05 -2.73
H 0.87 1.48 -1.66
H -1.01 3.84 1.26
H 0.40 3.40 0.56

Calculated values
* ΔE to the lowest compared entry with this formula, charge and spin: 376.51 kJ/mol
* E_HOMO: -8.65 eV
* LUMO: 0.8 eV
* SMILES string: CC1(C)C#CC(C)(C)CSC1
* gap between HOMO and LUMO: 9.45 eV
* strongest force on any atom: 6.7 eV/Å
* molar mass: 168.3 g mol⁻¹
* spin multiplicity: 1


[2]
Density functional theory data (the ωB97M-V functional and the def2-TZVPD basis) for C4H5NS3 in the gas phase in a non-equilibrium geometry.

CARTESIAN COORDINATES (ANGSTROEM)
C -2.35 0.67 0.31
C -0.14 -0.60 -0.28
C 1.37 -0.57 -0.41
C 2.11 0.58 -0.85
H -2.88 0.02 1.08
H -2.76 1.68 0.62
H -2.64 0.53 -0.85
H 1.67 -1.29 -1.14
H 2.25 -0.20 1.99
N 2.85 1.32 -1.41
S -0.60 0.77 0.71
S -1.15 -1.71 -0.82
S 2.27 -1.20 1.05

Calculated values
* ΔE to the lowest compared entry with this formula, charge and spin: 181.93 kJ/mol
* E_HOMO: -9.32 eV
* LUMO: -0.8 eV
* SMILES string: CSC(=S)[C@H](S)C#N
* gap between HOMO and LUMO: 8.51 eV
* strongest force on any atom: 5.1 eV/Å
* molar mass: 163.3 g mol⁻¹
* spin multiplicity: 1


[3]
Density functional theory data (the ωB97M-V functional and the def2-TZVPD basis) for 4 unconnected molecules or ions with the total composition C26H58N2O14P3S in a non-equilibrium geometry.

CARTESIAN COORDINATES (ANGSTROEM)
C 2.33 -2.63 4.68
O 2.12 -4.07 4.94
C 0.72 -4.34 5.36
C -0.34 -3.70 4.28
C -1.86 -4.33 4.35
C -2.32 -4.58 2.76
C -3.90 -4.18 2.50
C -4.03 -2.80 1.62
C -4.48 -1.47 2.47
C -3.66 -0.16 1.91
C -2.07 -0.12 2.39
C -1.81 1.14 3.47
C -0.77 0.71 4.65
C 0.78 1.18 4.44
C 1.17 1.44 2.87
C 1.30 0.04 1.97
S 3.15 -0.26 1.62
C 3.32 -1.89 0.71
N 4.12 -2.22 -0.55
N 3.94 -3.55 -0.91
C 3.00 -4.13 0.15
O 2.61 -3.12 1.15
H 3.48 -2.32 4.75
H 2.01 -2.34 3.57
H 1.68 -1.95 5.40
H 0.50 -4.05 6.48
H 0.59 -5.52 5.29
H -0.45 -2.54 4.43
H 0.16 -3.84 3.20
H -1.91 -5.31 5.00
H -2.54 -3.51 4.88
H -2.06 -5.69 2.50
H -1.68 -3.89 2.03
H -4.55 -4.19 3.48
H -4.33 -5.05 1.81
H -3.04 -2.50 1.04
H -4.84 -3.02 0.77
H -4.31 -1.55 3.63
H -5.65 -1.35 2.28
H -3.68 -0.24 0.72
H -4.24 0.80 2.27
H -1.45 0.07 1.41
H -1.80 -1.17 2.88
H -1.58 2.16 2.94
H -2.87 1.29 4.00
H -1.15 1.25 5.65
H -0.90 -0.45 4.88
H 1.43 0.23 4.75
H 2.27 1.89 2.87
H 0.51 2.24 2.32
H 0.73 0.26 0.95
H 0.78 -0.88 2.50
H 2.58 -5.23 0.21
C 2.51 0.99 -3.90
O 1.22 1.31 -3.42
P 1.25 2.21 -1.94
O -0.22 1.86 -1.69
O 1.32 3.62 -2.81
C 0.53 3.78 -3.97
O 1.28 3.12 -0.47
C 2.43 3.92 -0.28
H 2.41 0.50 -4.87
H 3.11 1.90 -4.03
H 3.02 0.32 -3.20
H -0.37 3.17 -3.95
H 1.13 3.53 -4.85
H 0.23 4.83 -4.05
H 2.38 4.81 -0.91
H 3.33 3.35 -0.48
H 2.44 4.25 0.77
C 8.72 0.91 -2.58
O 7.43 0.76 -3.16
P 6.88 2.17 -3.99
O 5.45 1.63 -3.96
O 7.63 1.65 -5.37
C 7.56 0.28 -5.74
O 6.33 3.58 -4.82
C 7.35 4.41 -5.34
H 9.02 -0.04 -2.14
H 9.44 1.21 -3.34
H 8.67 1.67 -1.79
H 6.68 -0.22 -5.34
H 8.47 -0.23 -5.39
H 7.54 0.21 -6.83
H 7.79 3.96 -6.24
H 8.12 4.59 -4.59
H 6.90 5.37 -5.63
C -5.09 0.71 -2.69
O -5.82 0.59 -1.48
P -7.11 1.74 -1.34
O -7.18 1.48 0.16
O -8.12 0.69 -2.12
C -8.08 -0.70 -1.81
O -8.40 2.88 -1.20
C -8.95 3.32 -2.43
H -4.35 -0.09 -2.74
H -5.76 0.63 -3.55
H -4.58 1.68 -2.71
H -7.72 -0.89 -0.80
H -7.44 -1.20 -2.54
H -9.09 -1.11 -1.91
H -9.58 2.54 -2.87
H -8.16 3.60 -3.13
H -9.57 4.20 -2.23

Calculated values
* net charge: -1
* E_HOMO: -2.49 eV
* LUMO: -1.1 eV
* gap between HOMO and LUMO: 1.40 eV
* strongest force on any atom: 10.5 eV/Å
* molar mass: 747.7 g mol⁻¹
* spin multiplicity: 1


- Look up the strongest force on any atom of the third one.
  10.5 eV/Å


- Which value of spin multiplicity does entry 1 give?
  1


- The highest gap between HOMO and LUMO belongs to which entry?
  C10H16S


- Look up the spin multiplicity of the second one.
  1